[1]
Density functional theory data (ωB97M-V with the def2-TZVPD basis set) for one molecule with the formula C21H21N3O4S.

Values from the calculation:
HOMO in eV: -8.10
Energy relative to the best compared isomer or geometry (same formula, charge and spin) in kJ/mol: 42.94
E_tot in Eh: -1676.3001
Structure (SMILES): CC(=O)Nc1ccc(S(=O)(=O)Nc2cc(C)cn(Cc3ccccc3)c2=O)cc1
Orbital gap in eV: 8.6
E_LUMO in Ha: 0.017

Positions of all 50 atoms, in Å:
C (0.80, -5.08, 0.17)
C (0.15, -3.74, 0.44)
O (0.67, -2.88, 1.12)
N (-1.06, -3.61, -0.16)
C (-1.90, -2.49, -0.14)
C (-1.89, -1.60, 0.93)
C (-2.70, -0.47, 0.89)
C (-3.49, -0.24, -0.21)
S (-4.17, 1.40, -0.43)
O (-4.40, 2.01, 0.84)
O (-5.22, 1.40, -1.40)
N (-2.83, 2.16, -1.14)
C (-1.66, 2.00, -0.38)
C (-1.48, 2.64, 0.81)
C (-0.33, 2.36, 1.58)
C (-0.12, 3.04, 2.90)
C (0.57, 1.46, 1.09)
N (0.39, 0.83, -0.10)
C (1.40, -0.13, -0.53)
C (2.74, 0.54, -0.67)
C (3.84, 0.11, 0.06)
C (5.05, 0.76, -0.06)
C (5.18, 1.86, -0.90)
C (4.08, 2.29, -1.63)
C (2.87, 1.64, -1.52)
C (-0.70, 1.05, -0.90)
O (-0.86, 0.45, -1.96)
C (-3.54, -1.13, -1.27)
C (-2.76, -2.27, -1.22)
H (1.75, -5.13, 0.69)
H (0.15, -5.88, 0.52)
H (0.97, -5.21, -0.90)
H (-1.32, -4.32, -0.83)
H (-1.24, -1.77, 1.77)
H (-2.71, 0.23, 1.70)
H (-2.70, 1.77, -2.07)
H (-2.24, 3.31, 1.17)
H (0.73, 2.62, 3.42)
H (-1.01, 2.94, 3.52)
H (0.05, 4.11, 2.75)
H (1.46, 1.18, 1.63)
H (1.44, -0.96, 0.18)
H (1.05, -0.51, -1.50)
H (3.74, -0.74, 0.72)
H (5.90, 0.42, 0.52)
H (6.12, 2.37, -0.98)
H (4.18, 3.14, -2.29)
H (2.02, 1.97, -2.09)
H (-4.17, -0.92, -2.11)
H (-2.78, -2.98, -2.04)



[2]
Density functional theory data (ωB97M-V with the def2-TZVPD basis set) for one molecule with the formula C21H21N3O5S2 at a distorted geometry.

Values from the calculation:
HOMO in eV: -8.52
Energy relative to the best compared isomer or geometry (same formula, charge and spin) in kJ/mol: 382.82
E_tot in Eh: -2149.6248
Structure (SMILES): CCS(=O)(=O)Nc1cccc(C2=NN(S(=O)(=O)c3ccccc3)[C@H](c3ccco3)C2)c1
Orbital gap in eV: 8.7
E_LUMO in Ha: 0.007

Positions of all 52 atoms, in Å:
C (0.31, 2.81, -3.90)
C (-0.24, 2.86, -2.49)
S (-2.05, 2.70, -2.56)
O (-2.57, 3.70, -3.44)
O (-2.56, 2.62, -1.23)
N (-2.33, 1.27, -3.37)
C (-1.84, 0.02, -3.03)
C (-1.85, -1.02, -3.96)
C (-1.36, -2.27, -3.62)
C (-0.84, -2.50, -2.36)
C (-0.83, -1.47, -1.41)
C (-0.29, -1.67, -0.09)
N (-0.09, -0.70, 0.73)
N (0.47, -1.12, 1.88)
S (-0.28, -0.41, 3.25)
O (0.60, -0.66, 4.36)
O (-1.62, -0.92, 3.34)
C (-0.25, 1.30, 2.77)
C (-1.26, 1.79, 1.97)
C (-1.20, 3.11, 1.54)
C (-0.13, 3.91, 1.93)
C (0.87, 3.40, 2.75)
C (0.82, 2.08, 3.17)
C (0.55, -2.61, 1.91)
C (1.93, -3.01, 2.30)
C (2.46, -3.29, 3.53)
C (3.83, -3.56, 3.32)
C (4.04, -3.42, 1.98)
O (2.89, -3.09, 1.36)
C (0.14, -3.01, 0.49)
C (-1.34, -0.22, -1.75)
H (0.19, 1.82, -4.33)
H (1.36, 3.07, -3.92)
H (-0.24, 3.52, -4.52)
H (-0.06, 3.82, -2.02)
H (0.13, 2.06, -1.86)
H (-2.64, 1.40, -4.32)
H (-2.24, -0.84, -4.95)
H (-1.37, -3.06, -4.35)
H (-0.45, -3.47, -2.10)
H (-2.07, 1.14, 1.69)
H (-1.97, 3.49, 0.89)
H (-0.09, 4.93, 1.60)
H (1.69, 4.03, 3.05)
H (1.58, 1.65, 3.80)
H (-0.15, -2.96, 2.67)
H (1.93, -3.28, 4.46)
H (4.56, -3.82, 4.06)
H (4.91, -3.53, 1.38)
H (-0.68, -3.73, 0.47)
H (0.99, -3.41, -0.06)
H (-1.38, 0.56, -1.00)



[3]
Density functional theory data (ωB97M-V with the def2-TZVPD basis set) for C21H21N4O4PdSe as an isolated structure.

Values from the calculation:
HOMO in eV: -11.96
Energy relative to the best compared isomer or geometry (same formula, charge and spin) in kJ/mol: 0.00
Charge: +1
E_tot in Eh: -3861.8005
Orbital gap in eV: 7.1
E_LUMO in Ha: -0.178

Positions of all 52 atoms, in Å:
Pd (-0.15, -1.28, -0.21)
N (1.74, -0.70, 0.52)
C (2.69, -1.80, 0.36)
C (4.02, -1.68, 0.65)
C (4.87, -2.80, 0.51)
C (4.37, -4.00, 0.11)
C (3.00, -4.15, -0.19)
C (2.41, -5.36, -0.61)
C (1.07, -5.41, -0.89)
C (0.30, -4.23, -0.76)
N (0.83, -3.09, -0.37)
C (2.16, -3.03, -0.07)
H (1.54, -0.57, 1.51)
H (2.17, 0.16, 0.19)
H (4.42, -0.73, 0.99)
H (5.92, -2.69, 0.73)
H (5.03, -4.86, 0.01)
H (3.02, -6.25, -0.71)
H (0.59, -6.32, -1.21)
H (-0.76, -4.21, -0.97)
O (-1.78, -1.77, 2.15)
Se (-2.76, -1.83, 0.89)
O (-4.14, -2.61, 0.95)
O (-1.92, -2.17, -0.52)
O (-3.25, -0.17, 0.53)
N (3.49, 5.46, -0.97)
C (2.69, 4.65, -0.82)
C (1.71, 3.62, -0.63)
C (1.22, 3.34, 0.64)
C (0.29, 2.33, 0.80)
N (-0.15, 1.63, -0.26)
C (0.32, 1.88, -1.49)
C (1.25, 2.88, -1.71)
H (1.56, 3.89, 1.51)
H (-0.14, 2.06, 1.75)
H (-0.09, 1.26, -2.28)
H (1.60, 3.07, -2.71)
C (-3.56, 2.46, 1.63)
C (-3.15, 2.13, 0.19)
C (-2.45, 3.35, -0.41)
C (-4.42, 1.90, -0.66)
C (-2.36, 0.82, 0.20)
C (-1.08, 0.52, -0.06)
H (-4.20, 3.34, 1.64)
H (-2.69, 2.66, 2.26)
H (-4.12, 1.63, 2.08)
H (-3.18, 4.15, -0.48)
H (-2.08, 3.17, -1.42)
H (-1.64, 3.74, 0.21)
H (-5.01, 2.82, -0.67)
H (-5.03, 1.10, -0.26)
H (-4.15, 1.65, -1.69)



[4]
Density functional theory data (ωB97M-V with the def2-TZVPD basis set) for C21H21N4O4PdSe as an isolated structure.

Values from the calculation:
HOMO (spin up / spin down) in eV: -11.81 / -12.53
Energy relative to the best compared isomer or geometry (same formula, charge and spin) in kJ/mol: 84.53
2S+1: 5
Charge: +1
E_tot in Eh: -3861.5901
Orbital gap (spin up / spin down) in eV: 7.7 / 5.9
E_LUMO (spin up / spin down) in Ha: -0.151 / -0.245

Positions of all 52 atoms, in Å:
Pd (1.65, 0.41, -0.24)
N (0.52, 0.84, -3.25)
C (-0.39, -0.10, -3.33)
C (-1.47, 0.01, -4.26)
C (-2.24, -1.09, -4.57)
C (-1.97, -2.32, -3.98)
C (-0.98, -2.44, -2.96)
C (-0.74, -3.67, -2.32)
C (0.18, -3.72, -1.31)
C (0.80, -2.53, -0.91)
N (0.58, -1.36, -1.49)
C (-0.25, -1.32, -2.55)
H (0.43, 1.65, -3.86)
H (1.47, 0.70, -2.78)
H (-1.62, 0.95, -4.77)
H (-3.02, -1.00, -5.31)
H (-2.54, -3.19, -4.26)
H (-1.27, -4.56, -2.64)
H (0.42, -4.64, -0.80)
H (1.51, -2.52, -0.09)
O (5.59, 0.22, -1.69)
Se (4.05, 0.27, -1.31)
O (3.42, -0.99, -0.40)
O (3.54, 1.56, -0.33)
O (2.97, 0.39, -2.57)
N (3.32, -1.17, 6.97)
C (3.04, -0.87, 5.89)
C (2.69, -0.51, 4.54)
C (1.53, -1.02, 3.97)
C (1.23, -0.64, 2.68)
N (2.01, 0.17, 1.97)
C (3.13, 0.66, 2.51)
C (3.50, 0.34, 3.81)
H (0.88, -1.68, 4.52)
H (0.32, -0.99, 2.19)
H (3.73, 1.30, 1.88)
H (4.41, 0.75, 4.22)
C (-3.69, 1.46, 0.22)
C (-2.53, 2.05, 1.04)
C (-2.65, 1.65, 2.52)
C (-2.53, 3.59, 0.93)
C (-1.25, 1.59, 0.53)
C (-0.11, 1.26, 0.15)
H (-4.64, 1.82, 0.62)
H (-3.69, 0.37, 0.27)
H (-3.62, 1.76, -0.82)
H (-3.59, 2.03, 2.92)
H (-1.83, 2.06, 3.11)
H (-2.66, 0.56, 2.64)
H (-3.48, 3.96, 1.32)
H (-2.43, 3.91, -0.11)
H (-1.72, 4.03, 1.51)



[5]
Density functional theory data (ωB97M-V with the def2-TZVPD basis set) for C21H21N5O4S2 as an isolated structure at a distorted geometry.

Values from the calculation:
HOMO in eV: -7.64
Energy relative to the best compared isomer or geometry (same formula, charge and spin) in kJ/mol: 2209.38
E_tot in Eh: -2183.1613
Orbital gap in eV: 6.8
E_LUMO in Ha: -0.029

Positions of all 53 atoms, in Å:
C (1.34, 2.81, 8.20)
H (2.14, 3.39, 7.66)
H (0.54, 3.53, 8.09)
H (1.55, 2.58, 9.17)
C (0.88, 1.83, 7.31)
N (0.77, 1.96, 6.03)
S (2.01, 2.57, 5.29)
O (3.34, 2.40, 5.72)
O (1.93, 4.19, 4.88)
C (1.92, 1.82, 3.52)
C (1.95, 2.52, 2.39)
C (1.79, 1.98, 1.20)
C (1.66, 0.58, 1.13)
C (2.16, -0.28, 2.31)
C (2.13, 0.57, 3.49)
H (2.33, -0.15, 4.58)
H (2.04, -1.35, 2.31)
C (1.74, -0.31, -0.02)
N (1.98, -1.52, -0.42)
N (1.86, -1.88, -1.53)
C (1.62, -0.53, -2.16)
O (1.71, 0.28, -1.15)
S (1.56, -0.37, -3.85)
C (1.36, -2.19, -4.32)
C (0.04, -2.14, -4.91)
N (-1.13, -2.46, -4.06)
N (-2.39, -2.69, -4.69)
C (-1.67, -2.75, -6.05)
C (-2.64, -3.09, -7.00)
C (-2.11, -3.12, -8.39)
C (-2.76, -3.27, -9.55)
C (-4.24, -3.41, -9.35)
C (-4.75, -3.55, -8.09)
C (-4.11, -3.22, -6.92)
H (-4.46, -3.22, -5.92)
H (-5.65, -3.76, -8.01)
H (-4.84, -3.59, -10.29)
H (-2.40, -3.57, -10.39)
H (-0.96, -2.88, -8.51)
O (-0.32, -2.59, -5.95)
H (1.83, -2.33, -5.30)
H (1.75, -2.84, -3.40)
H (1.48, 2.40, 0.36)
H (1.50, 3.61, 2.53)
C (-0.39, 2.42, 5.50)
C (-1.13, 3.63, 5.76)
H (-0.41, 4.38, 5.66)
H (-2.10, 3.82, 5.25)
H (-1.20, 3.75, 6.85)
H (-0.30, 2.29, 4.48)
H (-1.12, 1.55, 5.70)
H (0.21, 1.18, 7.66)
H (1.93, 1.04, 7.16)



[6]
Density functional theory data (ωB97M-V with the def2-TZVPD basis set) for C21H21N5O4S4SbW as an isolated structure at a distorted geometry.

Values from the calculation:
HOMO (spin up / spin down) in eV: -6.90 / -7.11
Energy relative to the best compared isomer or geometry (same formula, charge and spin) in kJ/mol: 156.25
2S+1: 2
E_tot in Eh: -3287.7068
Orbital gap (spin up / spin down) in eV: 5.9 / 6.1
E_LUMO (spin up / spin down) in Ha: -0.037 / -0.037

Positions of all 57 atoms, in Å:
W (0.01, 0.17, 0.01)
O (-2.75, 1.32, 2.59)
C (-1.92, 0.70, 1.97)
O (-2.00, 0.27, 0.74)
C (-0.62, 0.29, 2.64)
C (-0.16, 0.93, 3.80)
C (0.99, 0.49, 4.38)
C (1.64, -0.66, 3.86)
C (2.79, -1.23, 4.45)
C (3.36, -2.36, 3.93)
C (2.78, -2.99, 2.80)
C (1.68, -2.45, 2.20)
C (1.10, -1.27, 2.71)
N (0.01, -0.73, 2.09)
H (-0.72, 1.78, 4.18)
H (1.40, 0.98, 5.25)
H (3.22, -0.76, 5.33)
H (4.24, -2.79, 4.39)
H (3.21, -3.90, 2.42)
H (1.17, -2.95, 1.38)
S (-0.75, -1.62, -5.19)
Sb (0.60, -1.06, -3.48)
S (-0.40, -2.28, -0.90)
S (-0.52, 0.73, -2.27)
C (4.08, 0.43, -1.52)
C (2.83, 0.61, -0.71)
N (1.93, -0.41, -0.49)
O (2.44, -1.66, -0.89)
C (2.35, 1.81, -0.28)
C (2.81, 3.18, -0.68)
N (1.27, 1.59, 0.54)
O (0.03, 2.16, 0.29)
H (4.81, -0.20, -1.00)
H (4.53, 1.40, -1.71)
H (3.85, -0.06, -2.47)
H (2.24, -2.25, -0.16)
H (3.82, 3.42, -0.32)
H (2.12, 3.92, -0.27)
H (2.81, 3.28, -1.76)
N (-3.12, -1.53, -3.07)
C (-3.15, -1.36, -1.77)
S (-2.44, -2.60, -0.70)
N (-3.73, -0.33, -1.18)
C (-4.30, 0.79, -1.87)
C (-3.82, 2.05, -1.56)
C (-4.36, 3.15, -2.21)
C (-5.36, 2.99, -3.15)
C (-5.84, 1.72, -3.44)
C (-5.31, 0.61, -2.80)
H (-2.51, -2.24, -3.45)
H (-3.30, -0.74, -3.68)
H (-3.42, -0.16, -0.22)
H (-3.02, 2.16, -0.84)
H (-3.99, 4.14, -1.98)
H (-5.78, 3.85, -3.65)
H (-6.63, 1.58, -4.17)
H (-5.70, -0.38, -3.00)



[7]
Density functional theory data (ωB97M-V with the def2-TZVPD basis set) for C21H21N8SbSe5W as an isolated structure at a distorted geometry.

Values from the calculation:
HOMO (spin up / spin down) in eV: -7.77 / -7.86
Energy relative to the best compared isomer or geometry (same formula, charge and spin) in kJ/mol: 170.36
2S+1: 3
E_tot in Eh: -13565.3490
Orbital gap (spin up / spin down) in eV: 6.1 / 5.8
E_LUMO (spin up / spin down) in Ha: -0.061 / -0.077

Positions of all 57 atoms, in Å:
W (0.50, -0.17, -0.53)
N (-0.03, 2.37, 2.03)
C (0.61, 1.28, 2.66)
C (1.90, 1.47, 3.16)
C (2.47, 0.40, 3.83)
C (1.75, -0.78, 3.96)
C (0.49, -0.85, 3.40)
N (-0.09, 0.17, 2.76)
C (-0.95, 2.32, 1.04)
C (-1.79, 3.43, 0.81)
C (-2.76, 3.37, -0.16)
C (-2.93, 2.18, -0.89)
C (-2.08, 1.15, -0.62)
N (-1.04, 1.23, 0.25)
H (0.24, 3.29, 2.33)
H (2.44, 2.39, 2.99)
H (3.48, 0.48, 4.22)
H (2.18, -1.64, 4.45)
H (-0.09, -1.77, 3.45)
H (-1.68, 4.30, 1.43)
H (-3.40, 4.22, -0.34)
H (-3.72, 2.05, -1.61)
H (-2.19, 0.20, -1.13)
N (2.25, -5.14, -3.67)
C (1.80, -4.11, -3.45)
C (1.21, -2.83, -3.16)
C (-0.21, -2.65, -3.37)
C (-0.79, -1.50, -2.99)
N (-0.05, -0.47, -2.43)
C (1.37, -0.51, -2.47)
C (1.98, -1.80, -2.73)
H (-0.79, -3.45, -3.79)
H (-1.86, -1.34, -3.07)
H (1.89, 0.34, -2.92)
H (3.05, -1.89, -2.63)
Se (-0.45, -2.31, 0.22)
C (-2.36, -2.00, 0.11)
C (-3.15, -2.56, -0.89)
C (-4.51, -2.30, -0.88)
N (-5.12, -1.54, 0.03)
C (-4.35, -1.03, 0.99)
C (-2.98, -1.23, 1.08)
H (-2.71, -3.19, -1.65)
H (-5.15, -2.73, -1.65)
H (-4.86, -0.42, 1.73)
H (-2.41, -0.78, 1.88)
Se (5.74, -1.54, 2.47)
Sb (5.01, -0.06, 0.78)
Se (2.50, -0.92, 0.55)
Se (5.20, 2.34, 0.78)
Se (5.79, -0.30, -1.57)
N (1.24, 2.00, -1.08)
N (2.03, 2.70, -0.10)
H (1.73, 1.94, -1.97)
H (0.42, 2.58, -1.25)
H (2.44, 3.52, -0.53)
H (2.81, 2.11, 0.16)



[8]
Density functional theory data (ωB97M-V with the def2-TZVPD basis set) for one molecule with the formula C21H21NO2S at a distorted geometry.

Values from the calculation:
HOMO in eV: -7.75
E_tot in Eh: -1416.2321
Structure (SMILES): CCOC(=O)c1ccc(C#Cc2ccc3c(c2)C(C)(C)CCS3)nc1
Orbital gap in eV: 7.5
E_LUMO in Ha: -0.010

Positions of all 46 atoms, in Å:
C (-2.05, -8.45, 0.73)
C (-0.55, -8.16, 0.67)
O (-0.31, -6.77, 0.44)
C (-0.23, -6.37, -0.84)
O (-0.30, -7.11, -1.79)
C (-0.04, -4.91, -0.95)
C (0.14, -4.33, -2.21)
C (0.28, -2.97, -2.31)
C (0.23, -2.20, -1.13)
C (0.33, -0.80, -1.18)
C (0.38, 0.41, -1.22)
C (0.41, 1.82, -1.22)
C (0.47, 2.53, -2.42)
C (0.47, 3.91, -2.38)
C (0.42, 4.59, -1.16)
C (0.36, 3.89, 0.05)
C (0.36, 2.51, -0.01)
C (0.34, 4.62, 1.38)
C (1.79, 4.97, 1.76)
C (-0.27, 3.77, 2.50)
C (-0.52, 5.89, 1.24)
C (0.08, 6.95, 0.36)
S (0.44, 6.34, -1.32)
N (0.07, -2.75, 0.08)
C (-0.06, -4.06, 0.16)
H (-2.21, -9.50, 0.96)
H (-2.52, -7.83, 1.49)
H (-2.51, -8.23, -0.23)
H (-0.07, -8.39, 1.62)
H (-0.09, -8.74, -0.14)
H (0.17, -4.97, -3.08)
H (0.42, -2.48, -3.26)
H (0.51, 2.01, -3.36)
H (0.51, 4.48, -3.29)
H (0.32, 1.92, 0.89)
H (2.30, 5.47, 0.95)
H (1.81, 5.60, 2.64)
H (2.34, 4.05, 1.97)
H (-1.26, 3.41, 2.22)
H (-0.37, 4.37, 3.40)
H (0.36, 2.92, 2.75)
H (-0.68, 6.32, 2.23)
H (-1.50, 5.60, 0.85)
H (1.01, 7.34, 0.77)
H (-0.61, 7.78, 0.22)
H (-0.19, -4.46, 1.16)



[9]
Density functional theory data (ωB97M-V with the def2-TZVPD basis set) for one molecule with the formula C21H21NO4 at a distorted geometry.

Values from the calculation:
HOMO in eV: -7.79
Energy relative to the best compared isomer or geometry (same formula, charge and spin) in kJ/mol: 404.63
E_tot in Eh: -1168.4393
Structure (SMILES): CCOC(=O)C1=C(c2ccccc2)c2ccc(OC)cc2/C1=[N+](/[O-])CC
Orbital gap in eV: 7.2
E_LUMO in Ha: -0.022

Positions of all 47 atoms, in Å:
C (2.36, 1.54, -4.76)
C (2.63, 1.71, -3.27)
O (1.51, 1.20, -2.53)
C (1.67, 1.25, -1.16)
O (2.52, 1.90, -0.57)
C (0.71, 0.50, -0.32)
C (-0.65, 0.63, -0.31)
C (-1.44, 1.55, -1.16)
C (-2.55, 1.09, -1.88)
C (-3.37, 1.93, -2.66)
C (-3.08, 3.30, -2.69)
C (-2.00, 3.83, -1.97)
C (-1.17, 2.94, -1.21)
C (-1.16, -0.37, 0.67)
C (-2.51, -0.69, 0.94)
C (-2.82, -1.69, 1.80)
C (-1.86, -2.43, 2.45)
O (-2.34, -3.48, 3.23)
C (-1.37, -4.37, 3.77)
C (-0.50, -2.12, 2.17)
C (-0.15, -1.09, 1.27)
C (1.10, -0.54, 0.70)
N (2.35, -1.02, 0.96)
O (3.23, -0.97, 0.13)
C (2.72, -1.63, 2.27)
C (2.51, -0.70, 3.47)
H (1.55, 2.18, -5.07)
H (2.09, 0.49, -4.99)
H (3.23, 1.84, -5.29)
H (3.56, 1.16, -3.03)
H (2.80, 2.77, -3.03)
H (-2.74, 0.03, -1.85)
H (-4.13, 1.44, -3.25)
H (-3.69, 4.01, -3.24)
H (-1.84, 4.92, -1.99)
H (-0.37, 3.33, -0.59)
H (-3.31, -0.10, 0.52)
H (-3.85, -1.96, 2.02)
H (-0.94, -4.98, 2.99)
H (-0.58, -3.84, 4.31)
H (-1.85, -5.05, 4.47)
H (0.27, -2.70, 2.67)
H (2.21, -2.58, 2.42)
H (3.79, -1.87, 2.28)
H (1.47, -0.39, 3.55)
H (2.86, -1.19, 4.38)
H (3.13, 0.21, 3.37)